[1]
{
  "formula": "C34H28N4O13",
  "method": "wB97M-V/def2-TZVPD",
  "total_energy_ha": -2509.085584,
  "mol_weight_g_mol": 700.613,
  "smiles": "CC(=O)OC(=O)CC1=CC(=O)C=CC1=O.O=[N+]([O-])c1ccccc1.O=[N+]([O-])c1ccccc1.O=[N+]([O-])c1ccccc1.O=[N+]([O-])c1ccccc1",
  "orbital_gap_ev": 8.29,
  "largest_force_ev_per_a": 4.359,
  "homo_energy_ev": -9.91,
  "elements": ["C", "C", "O", "O", "C", "O", "C", "C", "C", "C", "O", "C", "C", "C", "O", "H", "H", "H", "H", "H", "H", "H", "H", "C", "C", "C", "C", "C", "C", "N", "O", "O", "H", "H", "H", "H", "H", "C", "C", "C", "C", "C", "C", "N", "O", "O", "H", "H", "H", "H", "H", "C", "C", "C", "C", "C", "C", "N", "O", "O", "H", "H", "H", "H", "H", "C", "C", "C", "C", "C", "C", "N", "O", "O", "H", "H", "H", "H", "H"],
  "coordinates": [[5.8192, 1.1031, 0.4946], [5.8133, 2.5295, -0.2346], [6.0645, 2.5542, -1.4475], [5.5605, 3.6639, 0.5975], [4.5032, 4.4772, 0.0802], [4.6897, 5.2287, -0.8876], [3.0718, 4.3510, 0.8105], [2.3634, 3.0854, 0.0910], [2.2450, 3.1371, -1.3146], [1.5974, 1.9279, -2.1243], [1.4583, 2.0014, -3.3717], [1.1733, 0.6063, -1.3334], [1.2891, 0.5459, 0.0805], [1.8072, 1.8262, 0.8648], [1.7179, 1.8036, 2.1212], [6.8289, 0.5688, 0.3678], [5.0001, 0.4094, 0.0969], [5.6833, 1.2703, 1.6123], [2.4560, 5.3011, 0.7312], [3.2063, 4.0484, 1.9049], [2.6116, 4.0522, -1.9029], [0.7821, -0.2461, -1.9819], [0.9757, -0.4078, 0.6177], [3.6578, -5.1398, -2.0426], [4.3948, -4.8443, -0.8994], [3.8569, -4.0199, 0.0820], [2.5757, -3.4999, -0.0906], [1.8354, -3.7858, -1.2361], [2.3827, -4.6087, -2.2134], [1.9950, -2.6521, 0.9503], [2.6770, -2.4050, 1.9320], [0.8545, -2.2393, 0.7806], [4.0792, -5.7885, -2.8043], [5.3886, -5.2599, -0.7724], [4.4408, -3.7973, 0.9680], [0.8398, -3.3808, -1.3796], [1.8142, -4.8400, -3.1076], [0.7948, -1.2271, 6.6426], [1.4218, -1.4377, 5.4183], [1.8327, -2.7162, 5.0575], [1.6062, -3.7783, 5.9299], [0.9859, -3.5734, 7.1603], [0.5808, -2.2912, 7.5143], [2.0149, -5.1305, 5.5425], [2.5730, -5.2699, 4.4640], [1.7714, -6.0430, 6.3172], [0.4702, -0.2286, 6.9188], [1.5875, -0.6047, 4.7430], [2.3201, -2.8662, 4.1005], [0.8108, -4.3945, 7.8464], [0.0942, -2.1208, 8.4686], [-3.7826, 1.7462, -4.5578], [-2.4070, 1.9116, -4.6841], [-1.5621, 0.8110, -4.5943], [-2.1079, -0.4538, -4.3812], [-3.4840, -0.6252, -4.2463], [-4.3206, 0.4817, -4.3351], [-1.2246, -1.6198, -4.3097], [-0.0210, -1.4307, -4.4120], [-1.7403, -2.7170, -4.1542], [-4.4394, 2.6070, -4.6340], [-1.9932, 2.8994, -4.8559], [-0.4915, 0.9543, -4.6945], [-3.9154, -1.6052, -4.0756], [-5.3940, 0.3593, -4.2345], [-8.5082, 1.7687, -0.1358], [-8.5469, 3.1239, 0.1778], [-7.5206, 3.9648, -0.2385], [-6.4612, 3.4370, -0.9733], [-6.4124, 2.0801, -1.2841], [-7.4417, 1.2462, -0.8613], [-5.3905, 4.3226, -1.4357], [-5.4553, 5.5028, -1.1292], [-4.4951, 3.8300, -2.1056], [-9.3140, 1.1163, 0.1862], [-9.3798, 3.5256, 0.7448], [-7.5622, 5.0187, 0.0120], [-5.5882, 1.6616, -1.8515], [-7.4151, 0.1885, -1.1003]],
  "forces_ev_per_a": [[0.3, 0.6, 1.1], [1.2, -2.2, -3.0], [-1.2, 0.9, 4.1], [-1.6, -0.9, -1.2], [-0.3, 2.6, -2.2], [-0.6, -2.6, 3.4], [0.6, -1.9, 0.3], [-0.2, 0.3, -2.6], [-0.3, -1.0, 1.8], [0.0, -0.1, -1.6], [0.4, -0.2, 4.1], [0.6, 1.1, 2.0], [0.1, 1.3, -3.2], [-0.5, -0.7, 2.3], [0.6, 0.4, -3.9], [-1.5, 1.1, -0.1], [1.1, 1.3, 0.4], [0.0, -0.4, -1.4], [1.0, -1.3, -0.2], [-0.1, 0.6, -1.5], [-0.6, -1.6, 0.8], [0.6, 1.3, 1.0], [0.5, 1.9, -0.4], [0.0, 0.0, 0.0], [-0.2, 0.1, -0.1], [0.1, 0.0, 0.1], [0.3, -0.5, -0.6], [-0.1, 0.1, 0.0], [0.2, 0.0, 0.2], [0.0, -0.1, 0.3], [-0.3, 0.1, -0.5], [0.4, -0.5, 0.2], [0.0, 0.1, 0.1], [-0.1, 0.1, 0.0], [-0.2, 0.1, 0.0], [0.1, 0.0, 0.2], [0.0, 0.1, 0.1], [0.0, 0.0, 0.0], [-0.1, -0.1, 0.2], [0.1, -0.1, -0.1], [-0.3, 0.8, 0.2], [-0.1, -0.1, 0.1], [0.1, 0.0, -0.2], [0.2, -0.5, -0.2], [-0.2, 0.1, 0.5], [0.1, 0.4, -0.3], [0.0, -0.1, 0.0], [0.0, -0.1, 0.0], [-0.1, -0.1, 0.2], [0.1, 0.0, -0.2], [0.1, -0.1, -0.1], [0.0, 0.0, 0.0], [-0.2, -0.2, 0.0], [0.2, 0.0, 0.0], [-0.5, 0.7, -0.1], [-0.1, -0.1, 0.0], [0.3, 0.1, 0.0], [0.3, -0.4, 0.0], [-0.5, -0.1, 0.1], [0.2, 0.4, 0.0], [0.1, -0.1, 0.0], [0.0, -0.1, 0.0], [-0.1, -0.2, 0.1], [0.2, 0.1, 0.0], [0.1, 0.0, 0.0], [0.0, 0.0, 0.0], [0.2, -0.1, -0.1], [0.0, 0.1, 0.0], [-0.6, -0.5, 0.3], [0.1, -0.1, -0.1], [-0.1, 0.3, 0.1], [0.4, 0.4, -0.1], [0.0, -0.6, -0.1], [-0.4, 0.2, 0.2], [0.1, 0.1, 0.0], [0.1, 0.0, -0.1], [0.2, -0.1, -0.1], [0.0, 0.2, 0.1], [0.0, 0.1, 0.0]]
}


[2]
{
  "formula": "C34H28N5O8STl",
  "method": "wB97M-V/def2-TZVPD",
  "total_energy_ha": -2758.794404,
  "mol_weight_g_mol": 871.075,
  "orbital_gap_ev": 6.93,
  "largest_force_ev_per_a": 0.466,
  "homo_energy_ev": -7.44,
  "elements": ["Tl", "C", "O", "C", "C", "C", "C", "C", "C", "N", "N", "C", "O", "C", "C", "C", "C", "C", "C", "C", "O", "H", "H", "H", "H", "H", "H", "H", "H", "H", "H", "H", "H", "O", "C", "C", "C", "C", "N", "C", "C", "C", "C", "C", "C", "O", "C", "C", "N", "H", "H", "H", "H", "H", "H", "H", "H", "H", "H", "H", "H", "O", "C", "N", "S", "O", "O", "C", "C", "C", "C", "C", "C", "H", "H", "H", "H"],
  "coordinates": [[-0.9015, 0.4716, 0.5341], [0.3315, 3.6857, 3.2183], [0.2919, 2.9980, 4.4690], [-0.1798, 1.7261, 4.6108], [0.0466, 1.1666, 5.8530], [-0.3915, -0.1185, 6.1687], [-1.0598, -0.8447, 5.2135], [-1.2809, -0.3184, 3.9316], [-2.0482, -1.1507, 3.0190], [-2.1172, -0.9857, 1.7565], [-2.9461, -1.7942, 1.0156], [-3.2180, -1.2273, -0.1355], [-2.7887, -0.0785, -0.5370], [-4.0865, -1.9897, -1.0762], [-4.4997, -3.2872, -0.7865], [-5.2836, -3.9827, -1.6931], [-5.6629, -3.3876, -2.8905], [-5.2568, -2.0911, -3.1795], [-4.4700, -1.3919, -2.2746], [-0.8501, 0.9918, 3.5976], [-1.0519, 1.5543, 2.4240], [0.8146, 4.6342, 3.4435], [0.9240, 3.1510, 2.4761], [-0.6617, 3.8595, 2.8155], [0.5709, 1.7731, 6.5821], [-0.2141, -0.5274, 7.1542], [-1.4294, -1.8395, 5.4397], [-2.6371, -1.9633, 3.4460], [-4.1968, -3.7348, 0.1508], [-5.6036, -4.9927, -1.4675], [-6.2789, -3.9327, -3.5956], [-5.5576, -1.6218, -4.1083], [-4.1457, -0.3780, -2.4771], [2.7432, -4.6210, -3.2456], [1.6578, -3.9399, -3.8476], [1.0957, -2.9413, -2.8759], [-0.1584, -2.3876, -3.0848], [-0.6373, -1.4632, -2.1780], [0.0624, -1.0884, -1.1076], [1.2841, -1.5862, -0.9102], [1.8265, -2.5274, -1.7727], [2.0389, -1.0595, 0.2665], [3.3954, -1.2818, 0.4116], [4.0776, -0.7224, 1.4836], [5.5561, -0.9685, 1.6478], [5.8534, -2.3543, 1.7562], [3.3596, 0.0414, 2.3861], [2.0032, 0.2225, 2.1758], [1.3574, -0.3172, 1.1480], [3.1034, -5.2524, -3.8745], [0.8651, -4.6304, -4.1486], [1.9834, -3.3980, -4.7424], [-0.7685, -2.6753, -3.9320], [-1.6082, -0.9983, -2.2998], [2.7965, -2.9636, -1.5945], [3.9426, -1.8709, -0.3101], [5.9309, -0.4068, 2.5068], [6.0920, -0.6253, 0.7639], [5.4153, -2.7038, 2.5393], [3.8390, 0.5116, 3.2351], [1.4163, 0.8195, 2.8629], [2.0849, 2.1213, -0.4539], [1.0705, 2.5691, -0.9514], [-0.1985, 2.0814, -0.7665], [-1.3434, 2.8471, -1.6919], [-1.7493, 2.0046, -2.7810], [-2.3495, 3.4010, -0.8357], [-0.2238, 4.0715, -2.3002], [-0.4753, 5.1479, -3.1255], [0.6106, 5.9316, -3.4946], [1.8970, 5.6296, -3.0513], [2.1273, 4.5375, -2.2244], [1.0444, 3.7642, -1.8538], [-1.4765, 5.3728, -3.4684], [0.4527, 6.7886, -4.1365], [2.7252, 6.2570, -3.3554], [3.1186, 4.2899, -1.8672]],
  "forces_ev_per_a": [[0.2, 0.0, 0.1], [0.0, 0.1, 0.0], [0.0, 0.1, 0.0], [0.0, 0.0, 0.0], [0.0, 0.0, 0.1], [0.0, 0.0, 0.0], [0.0, -0.1, 0.0], [0.0, 0.0, 0.0], [0.0, 0.0, 0.2], [0.0, 0.0, -0.1], [0.0, 0.0, 0.1], [0.0, 0.1, -0.1], [-0.1, -0.2, -0.1], [0.0, 0.0, -0.1], [0.0, 0.0, 0.0], [0.0, 0.0, 0.0], [0.0, 0.0, 0.0], [0.0, 0.0, 0.0], [0.0, 0.0, 0.0], [-0.1, -0.1, -0.1], [0.1, -0.1, 0.0], [0.0, 0.0, 0.0], [0.0, 0.0, 0.0], [0.0, 0.0, 0.0], [0.0, 0.0, 0.0], [0.0, 0.0, 0.0], [0.0, 0.0, 0.0], [0.0, 0.0, 0.0], [0.0, 0.0, 0.0], [0.0, 0.0, 0.0], [0.0, 0.0, 0.0], [0.0, 0.0, 0.0], [0.0, 0.0, 0.0], [0.0, 0.0, 0.0], [0.0, 0.0, 0.0], [0.0, 0.0, 0.0], [0.0, 0.0, 0.0], [-0.1, 0.0, 0.0], [0.0, 0.0, 0.0], [-0.1, 0.0, 0.0], [0.0, -0.1, 0.0], [-0.1, 0.0, 0.0], [0.1, 0.0, 0.0], [0.0, 0.0, 0.0], [0.0, -0.1, 0.0], [0.0, 0.1, 0.0], [0.0, 0.0, 0.0], [-0.1, 0.0, 0.1], [0.0, 0.0, 0.0], [0.0, 0.0, 0.0], [0.0, 0.0, 0.0], [0.0, 0.0, 0.0], [0.0, 0.0, 0.0], [0.0, 0.0, 0.0], [0.0, 0.0, 0.0], [0.0, 0.0, 0.0], [0.0, 0.0, 0.0], [0.0, 0.0, 0.0], [0.0, 0.0, 0.0], [0.0, 0.0, 0.0], [0.0, -0.1, -0.1], [0.0, -0.1, 0.1], [0.0, -0.1, 0.1], [-0.2, 0.3, -0.3], [0.1, 0.0, 0.1], [0.0, 0.0, 0.0], [0.0, 0.0, -0.1], [0.0, -0.1, 0.1], [-0.1, 0.0, 0.0], [0.0, 0.0, 0.0], [0.0, 0.0, 0.0], [0.1, 0.1, 0.0], [0.0, 0.0, 0.0], [0.0, 0.0, 0.0], [0.0, 0.0, 0.0], [0.0, 0.0, 0.0], [0.0, 0.0, 0.0]]
}